Entry 1:
C30H80AgN7O12 as an isolated structure. Source: the OMol25 dataset; level of theory: the ωB97M-V functional and the def2-TZVPD basis.

Each line ends with the Mulliken charge.
Positions of all 130 atoms, in Å:
1 Ag -2.001 -0.255 -2.813  2.0022
2 O 1.335 1.449 -4.501  -0.4270
3 O 3.768 2.578 2.566  -0.3298
4 O -1.544 -2.582 -3.773  -0.1767
5 O -3.514 1.027 -1.315  -0.3789
6 O -3.863 -0.313 -4.437  -0.2437
7 O 1.142 -4.038 -0.309  -0.2538
8 O 6.364 -2.968 2.261  -0.3539
9 O -2.058 3.203 2.795  0.1134
10 O -0.595 0.732 -1.225  -0.4633
11 O 0.216 -0.470 -2.775  -0.4118
12 O -1.010 -2.493 4.886  -0.4175
13 O 1.556 0.403 -1.258  -0.6082
14 N 0.448 2.657 1.201  -0.3993
15 N -3.059 6.710 2.325  -0.7251
16 N 0.461 0.207 -1.774  0.6438
17 N -1.572 1.465 -4.082  -0.2304
18 N -0.773 -1.716 1.296  1.0062
19 N 3.708 -2.859 1.290  -0.1679
20 N -2.574 -1.756 -1.276  1.3759
21 C -0.422 -2.457 3.654  0.0254
22 C -3.826 -1.263 -0.671  -1.3079
23 C -0.032 -2.342 5.974  -0.6651
24 C -2.520 2.090 3.512  -0.1775
25 C -1.333 -3.349 -2.611  0.0662
26 C -2.828 1.866 -4.813  0.4972
27 C 7.319 -3.805 2.885  -0.7029
28 C 5.088 2.641 2.127  -0.7397
29 C -2.705 4.402 3.148  -0.8983
30 C -0.738 5.862 2.650  -0.8367
31 C 1.241 1.210 2.998  -0.8122
32 C -2.675 2.994 -5.865  -1.5660
33 C -3.372 0.552 -5.462  -0.8958
34 C 4.298 -1.841 2.213  -0.0340
35 C 2.755 2.765 1.653  -0.5878
36 C -2.539 -2.996 2.406  -1.1895
37 C 2.571 2.144 -4.634  -0.2330
38 C 5.304 -2.532 3.128  -0.8826
39 C -1.379 -1.944 2.622  0.8538
40 C -0.381 -2.560 -4.575  -0.7859
41 C -2.986 2.253 -0.788  -0.8967
42 C 3.760 1.292 -4.297  -1.0298
43 C -3.791 0.193 -0.222  -0.2602
44 C 1.383 2.487 2.247  1.3918
45 C -2.590 -3.160 -1.709  -1.3516
46 C -2.156 5.527 2.303  0.5349
47 C -4.333 -1.654 -4.739  -0.7347
48 C 1.297 -4.890 0.795  -0.7077
49 C 2.246 -3.296 -0.712  -0.3888
50 C 2.929 -2.264 0.233  0.4217
51 H 3.030 -3.980 -1.126  0.5586
52 H -3.120 -3.101 3.320  0.4865
53 H -0.265 4.964 2.235  -0.1118
54 H 2.313 -5.351 0.766  0.3842
55 H -2.212 5.239 1.281  0.0911
56 H 2.754 3.731 1.109  0.3989
57 H -4.129 0.799 -6.190  0.5137
58 H 0.693 -5.778 0.606  0.2069
59 H -2.123 -3.938 1.957  0.2284
60 H -3.486 -2.253 -5.142  0.2714
61 H 3.484 -1.451 -0.336  0.5189
62 H -0.238 -2.529 0.962  -0.3757
63 H 4.987 -3.420 3.658  0.3917
64 H -4.177 -2.021 0.057  0.4451
65 H -2.516 4.591 4.190  0.3072
66 H -0.583 6.021 3.730  0.3706
67 H 7.638 -3.358 3.913  0.2614
68 H 4.689 1.864 -4.445  0.3933
69 H 0.399 -1.729 3.638  0.0982
70 H 6.906 -4.794 2.933  0.3122
71 H 5.319 1.841 1.421  0.2466
72 H -3.615 3.304 -6.256  0.4601
73 H -2.068 2.622 -6.724  0.3328
74 H 4.475 -3.382 0.896  0.3035
75 H -5.267 -1.579 -5.362  0.3504
76 H -0.482 2.476 1.523  -0.2710
77 H -4.636 -1.394 -1.448  0.3484
78 H -0.151 -0.906 1.368  -0.7178
79 H 5.218 3.605 1.597  0.3213
80 H 8.166 -3.846 2.155  0.2268
81 H 2.108 -1.755 0.806  -0.6298
82 H -3.037 0.320 0.567  -0.0806
83 H -1.354 -4.455 -2.775  0.4752
84 H -2.091 3.866 -5.511  0.3756
85 H 4.906 -1.107 1.662  0.1832
86 H 2.503 3.122 -4.045  0.2666
87 H 2.970 1.973 0.930  0.0256
88 H -2.400 2.270 4.591  0.4150
89 H -0.840 1.272 -4.744  0.1578
90 H 5.795 2.763 2.948  0.2721
91 H -3.610 1.905 3.292  0.2646
92 H -0.498 6.716 2.059  0.4452
93 H -3.627 2.655 0.001  0.3908
94 H -2.512 0.055 -5.942  0.3018
95 H 0.500 -2.843 -3.948  0.2396
96 H 3.771 0.905 -3.260  0.1607
97 H 1.161 3.298 2.989  0.1169
98 H -3.056 -2.638 1.535  0.0435
99 H 0.193 1.261 3.250  0.1726
100 H -0.465 -3.051 -2.023  -0.1239
101 H -2.614 -3.796 -0.814  0.3563
102 H 1.900 -2.781 -1.616  -0.3912
103 H 3.460 -1.389 2.757  0.0960
104 H -0.478 -3.275 -5.490  0.2542
105 H -1.971 2.140 -0.423  0.2101
106 H -2.802 7.144 3.252  0.3250
107 H -1.833 -1.627 -0.567  -0.5266
108 H -3.985 6.329 2.425  0.2797
109 H -4.617 -2.101 -3.804  0.1200
110 H 0.233 -3.338 6.312  0.2938
111 H 3.783 0.455 -5.021  0.3201
112 H -3.499 2.155 -4.025  0.2263
113 H -3.469 -3.369 -2.283  0.5303
114 H -1.820 -0.998 3.006  -0.5431
115 H -2.917 2.949 -1.585  0.3681
116 H -4.752 0.434 0.175  0.6811
117 H 1.768 1.110 3.975  0.4546
118 H -0.152 -1.538 -5.012  0.1728
119 H 1.161 -4.502 1.819  0.2038
120 H 0.805 -1.669 5.721  0.2500
121 H 1.482 0.614 -4.056  0.0798
122 H -0.523 -1.805 6.808  0.2750
123 H 2.625 2.502 -5.669  0.3129
124 H -1.192 2.171 -3.465  0.2660
125 H -3.788 4.328 2.950  0.2632
126 H 0.566 1.979 0.483  -0.0125
127 H 5.767 -1.873 3.867  0.4458
128 H -0.017 -3.441 3.443  0.1736
129 H -1.927 1.229 3.197  -0.5014
130 H 1.367 0.275 2.446  -0.4690

Results
Spin multiplicity   2
HOMO level (alpha / beta)   -0.3939 / -0.3939 hartree
Lowest unoccupied orbital energy (alpha / beta)   -1.608 / -5.029 eV
⟨S²⟩   0.7525
Net charge   +1

=====

Entry 2:
A 11-piece molecular cluster, C30H80N14O14 overall. Source: the OMol25 dataset; level of theory: the ωB97M-V functional and the def2-TZVPD basis.

Each line ends with the Mulliken charge.
Positions of all 138 atoms, in Å:
1 O 4.254 -0.232 -4.171  -0.4691
2 O -2.637 0.734 5.810  -0.6179
3 O -4.731 0.543 2.878  -0.6299
4 O 3.823 0.201 1.766  -0.8460
5 O -0.174 2.521 0.893  0.1471
6 O 2.030 1.532 4.491  -0.8286
7 O -5.091 -2.237 3.825  -0.6549
8 O -0.811 -0.152 1.890  1.2060
9 O -2.326 4.551 0.414  -0.4261
10 O -3.722 -2.644 -0.566  -0.3185
11 O -2.511 2.502 2.489  0.4552
12 O 0.966 4.883 -0.258  -0.7846
13 O 0.854 3.924 -4.123  -0.6678
14 O -1.366 -4.363 4.178  -0.7429
15 N 3.799 -2.054 1.448  -0.2732
16 N -3.204 -2.091 -1.748  0.4929
17 N -0.083 -2.972 2.934  -0.1378
18 N -1.239 3.090 -4.402  -0.3948
19 N 3.201 2.721 2.931  -0.1212
20 N 1.097 5.630 1.853  -0.3350
21 N -0.746 1.095 7.032  -0.3918
22 N -2.379 -2.673 3.080  0.1840
23 N 3.999 -1.516 -3.648  0.3366
24 N -0.621 4.134 -2.419  -0.1609
25 N 0.157 6.968 0.218  -0.3948
26 N -0.895 1.879 4.878  -0.1313
27 N 2.812 -1.149 3.307  -0.0911
28 N 3.109 3.444 5.122  -0.4519
29 C 3.801 -3.801 -1.932  -0.5959
30 C -2.727 -4.245 -2.891  -1.4622
31 C -0.911 -1.724 -0.974  -0.1516
32 C 1.627 -1.019 -3.458  -1.0768
33 C -5.494 -1.702 2.564  -0.8233
34 C 0.519 0.303 1.606  0.5744
35 C -2.677 0.063 -0.650  -0.6208
36 C -3.483 -2.884 -2.937  1.4509
37 C 2.576 -2.951 -2.292  -1.0372
38 C 3.505 -0.922 2.149  0.6166
39 C -4.984 -3.130 -3.027  -2.0268
40 C 5.928 -2.405 -4.821  -1.9723
41 C -2.659 4.813 1.778  -0.5696
42 C 2.889 -1.515 -2.711  1.3281
43 C -3.420 3.600 2.294  -0.6762
44 C 5.220 -2.301 -3.468  1.7860
45 C 0.483 1.309 0.483  0.2040
46 C 2.712 2.508 4.214  0.5378
47 C 4.857 -3.722 -3.040  -1.4144
48 C -4.571 -0.619 2.085  1.6695
49 C -2.178 -1.081 -1.558  2.7273
50 C -1.279 -3.356 3.474  0.3345
51 C -0.273 3.742 -3.684  0.6348
52 C 6.189 -1.674 -2.456  -1.6622
53 C 3.097 -0.631 -1.457  -1.3631
54 C -1.876 -0.398 -2.896  -1.6049
55 C -1.763 -1.330 -4.097  -0.5629
56 C -1.511 1.194 5.894  0.4924
57 C -3.075 -2.126 -4.195  -1.4542
58 C 0.745 5.788 0.545  0.4192
59 H 5.321 -2.851 -5.604  0.4086
60 H -1.532 3.902 -2.063  0.1032
61 H -3.747 0.127 -0.841  0.9415
62 H -0.251 7.568 0.912  0.1928
63 H -0.924 2.579 -5.204  0.2172
64 H -4.936 -0.392 1.072  0.0587
65 H 3.655 -2.969 1.828  0.1826
66 H 6.211 -1.406 -5.171  0.4036
67 H -3.665 3.825 3.335  0.3543
68 H 1.461 1.592 0.085  0.4529
69 H -2.492 -0.160 0.398  -1.3281
70 H 5.923 -1.842 -1.411  0.3483
71 H -3.273 -2.796 3.528  0.2319
72 H -4.048 1.177 2.635  0.2002
73 H 3.410 1.840 2.444  0.2014
74 H -1.672 -3.943 -2.933  0.2013
75 H -0.155 -0.957 -0.801  -0.9379
76 H 6.200 -0.583 -2.553  0.2836
77 H -1.947 5.336 0.009  0.2406
78 H -3.336 5.677 1.752  0.5540
79 H -5.446 -3.627 -2.174  0.3450
80 H -1.157 -2.140 0.008  0.1269
81 H 1.869 -2.997 -1.463  -0.0405
82 H -4.287 3.350 1.687  0.3125
83 H 0.737 -1.216 -2.859  -0.4508
84 H -1.679 -0.772 -5.028  0.4590
85 H 0.118 4.434 -1.782  0.2182
86 H 1.121 -0.535 1.259  -0.2831
87 H 4.248 -3.531 -0.971  -0.0141
88 H 7.221 -1.964 -2.656  0.4804
89 H 2.167 -3.471 -3.165  0.5990
90 H -0.521 -2.521 -1.605  0.0611
91 H 2.372 -0.874 -0.678  -0.3314
92 H -5.048 -1.467 4.406  0.3401
93 H 6.911 -2.866 -4.702  0.4148
94 H -3.112 -2.758 -5.086  0.5374
95 H -5.599 -2.470 1.800  0.3519
96 H 3.952 3.394 2.919  0.2783
97 H 0.114 1.818 4.789  0.4295
98 H -2.797 -4.708 -1.906  0.2909
99 H 4.534 -4.356 -3.866  0.3922
100 H -1.896 2.422 1.744  -0.2529
101 H 2.949 0.438 -1.616  0.7471
102 H 0.207 3.225 0.360  -0.3945
103 H 4.385 0.338 -3.396  0.4310
104 H -2.169 3.032 -4.034  0.1978
105 H -0.161 7.074 -0.731  0.2901
106 H -0.894 0.096 -2.873  0.1596
107 H -2.193 1.030 -0.808  -0.1596
108 H 5.776 -4.148 -2.625  0.4106
109 H 2.912 3.290 6.096  0.2434
110 H -1.403 1.958 4.006  -0.0801
111 H 1.690 4.848 2.082  0.1995
112 H -3.865 -1.393 -4.405  0.4391
113 H -5.487 -2.155 -2.931  0.4449
114 H 1.085 6.423 2.471  0.1808
115 H -2.547 0.445 -3.080  0.6294
116 H 1.569 -1.596 -4.378  0.6649
117 H 0.064 1.684 7.055  0.1641
118 H -0.955 -2.045 -3.930  0.0274
119 H 3.487 -4.846 -1.899  0.5341
120 H -2.908 -4.928 -3.715  0.4729
121 H 0.666 -3.606 3.125  0.1663
122 H 1.682 0.064 -3.569  0.4617
123 H 4.079 -0.854 -1.046  0.3130
124 H -1.098 0.572 7.808  0.2327
125 H -1.306 0.534 2.350  -0.4879
126 H 4.214 -1.875 0.555  0.0109
127 H -5.316 -3.520 -3.988  0.3693
128 H 0.943 0.712 2.522  0.0405
129 H 3.551 4.322 4.925  0.1469
130 H 2.605 -0.388 3.938  0.1142
131 H -6.481 -1.228 2.665  0.3972
132 H -3.029 -3.237 -0.236  0.2999
133 H -3.526 -0.915 1.992  -0.9418
134 H -2.336 -2.021 2.316  -0.6691
135 H -1.814 4.986 2.450  0.2045
136 H 2.896 -2.076 3.685  0.2208
137 H -0.006 -2.083 2.470  -0.2051
138 H -0.124 0.924 -0.345  -0.5041

Results
Spin multiplicity   1
HOMO level   -0.2924 hartree
Lowest unoccupied orbital energy   -0.235 eV
Relative energy (zero: lowest compared OMol25 entry of this formula, charge and spin)   0.0 kcal/mol
SMILES string   CC1(C)CCCC(C)(C)N1O.CC1(C)CCCC(C)(C)N1O.NC(N)=O.NC(N)=O.NC(N)=O.NC(N)=O.NC(N)=O.NC(N)=O.OCCO.OCCO.OCCO

=====

Computed values of max |F| (unit: eV/A) for the preceding records, in sequence: 3.746, 1.892.
Computed values of E (unit: eV) for the preceding records, in sequence: -71391.7430, -81937.1152.